{
  "formula": "C14H30NaO14",
  "method": "ωB97M-V/def2-TZVPD",
  "symbols": ["Na", "C", "O", "H", "H", "H", "C", "O", "H", "H", "H", "C", "O", "C", "O", "O", "C", "H", "H", "H", "H", "H", "H", "C", "O", "C", "O", "O", "C", "H", "H", "H", "H", "H", "H", "C", "O", "C", "O", "O", "C", "H", "H", "H", "H", "H", "H", "C", "O", "C", "O", "O", "C", "H", "H", "H", "H", "H", "H"],
  "xyz": [[2.0923, 1.0326, -1.8543], [4.2893, -0.9861, -6.9713], [4.4210, -0.1308, -5.9045], [3.3293, -1.4536, -7.1903], [4.7133, -0.6174, -7.9053], [4.9661, -1.8377, -6.9017], [3.4668, 5.3765, 1.1026], [4.1773, 5.0365, -0.0750], [3.9452, 5.2493, 2.0737], [3.0475, 6.3785, 1.1941], [2.6917, 4.6234, 1.2446], [-3.6196, -2.8388, -3.5248], [-2.7250, -3.9183, -3.9644], [-1.4352, -3.8248, -3.8511], [-0.8194, -2.8299, -3.3688], [-0.9232, -4.9118, -4.3814], [0.4111, -5.1472, -4.2768], [-3.1970, -1.8399, -3.4160], [-3.9220, -3.1675, -2.5305], [-4.5210, -2.8842, -4.1360], [0.6354, -5.6795, -5.2011], [0.6439, -5.8201, -3.4515], [0.9090, -4.1803, -4.2034], [-2.0280, 1.9167, 7.8689], [-1.8127, 1.7369, 6.4654], [-2.4072, 0.6707, 5.9235], [-3.1171, -0.1865, 6.4614], [-1.9635, 0.6177, 4.6056], [-2.3121, -0.3358, 3.6890], [-3.0257, 1.5448, 8.1019], [-1.9447, 2.9917, 8.0283], [-1.2632, 1.3734, 8.4238], [-1.7757, -0.1509, 2.7583], [-3.3712, -0.2075, 3.4658], [-2.0727, -1.3785, 3.8981], [2.4437, -4.2508, 2.8225], [3.2511, -3.4225, 3.6523], [3.2493, -2.1223, 3.4567], [2.9651, -1.4804, 2.4069], [3.8925, -1.6707, 4.5114], [3.7635, -0.2770, 4.8074], [2.2965, -3.9558, 1.7836], [1.4187, -4.1738, 3.1853], [2.8954, -5.2346, 2.9494], [2.9208, 0.1584, 4.2704], [4.6977, 0.2176, 4.5412], [3.5513, -0.2081, 5.8743], [-2.1507, 2.5934, -5.1781], [-3.0376, 3.1118, -4.1747], [-2.6359, 3.5933, -2.9783], [-1.4622, 3.7863, -2.6146], [-3.7251, 3.7690, -2.2362], [-3.5990, 4.3618, -0.9442], [-1.7277, 3.3635, -5.8232], [-2.5847, 1.9603, -5.9520], [-1.3334, 2.1172, -4.6366], [-4.5557, 4.5380, -0.4525], [-3.0752, 5.3077, -1.0822], [-2.9410, 3.6963, -0.3854]],
  "atomic_forces_ev_per_a": [[0.45, 0.30, -0.25], [1.40, 0.40, 1.07], [-0.80, -0.23, -0.26], [-0.91, 0.10, -0.07], [-0.36, 0.89, -0.95], [0.39, -1.17, 0.51], [0.82, -1.59, -1.68], [-0.67, 0.67, 1.54], [1.27, 0.03, 0.53], [-0.41, 0.57, -0.46], [-1.22, 0.00, 0.05], [0.19, -1.14, 0.97], [-2.04, 0.82, -0.37], [2.05, 3.76, 1.41], [-1.57, -3.17, -1.27], [-2.63, -0.05, 0.23], [2.16, -0.20, -0.54], [0.38, -0.32, -0.55], [-0.09, 0.23, 0.13], [0.45, 0.10, -0.31], [0.58, 0.18, 0.06], [-0.01, 0.21, 0.24], [0.54, -0.34, 0.02], [-0.32, 0.07, -0.19], [-0.47, -0.64, -0.49], [-0.09, -2.51, -1.00], [1.47, 2.30, -1.15], [0.81, 1.88, 2.93], [-1.25, -1.08, -1.43], [0.14, 0.11, 0.31], [-0.01, -0.19, 0.14], [-0.09, 0.03, 0.02], [0.14, 0.49, 0.16], [-0.16, -0.50, -0.09], [-0.15, 0.04, 0.78], [-0.65, -0.02, 0.03], [-0.79, -0.73, -0.83], [1.09, 1.73, -3.44], [-0.06, -2.11, 3.52], [-0.44, 1.08, 0.72], [-0.02, 0.25, -0.04], [1.03, 0.22, -0.09], [-0.02, -0.55, 0.46], [-0.47, 0.02, -0.29], [0.21, -0.01, -0.16], [-0.18, 0.12, 0.09], [0.27, 0.02, -0.04], [1.55, 0.68, 0.45], [-1.04, 0.10, -0.11], [2.78, -0.25, 0.16], [-2.86, -0.51, -0.93], [-1.02, -0.08, -0.73], [1.64, 0.15, -0.20], [0.12, 0.61, 0.57], [-0.91, -0.41, 0.99], [0.06, -0.25, -0.44], [-0.05, -0.43, -0.54], [-0.04, 0.08, 0.29], [-0.20, 0.22, 0.47]],
  "max_force_ev_per_a": 4.509,
  "de_lowest_kcal_mol": 86.9,
  "total_energy_ev": -48079.125,
  "homo_lumo_gap_ev": 3.12,
  "charge": -1,
  "lumo_energy_ev": 0.6,
  "mol_weight_g_mol": 445.37
}



{
  "formula": "C14H30O26S6",
  "method": "ωB97M-V/def2-TZVPD",
  "symbols": ["C", "C", "O", "S", "O", "O", "O", "H", "H", "H", "H", "C", "C", "O", "S", "O", "O", "O", "H", "H", "H", "H", "C", "C", "O", "S", "O", "O", "O", "H", "H", "H", "H", "C", "C", "O", "S", "O", "O", "O", "H", "H", "H", "H", "C", "C", "O", "S", "O", "O", "O", "H", "H", "H", "H", "C", "C", "O", "S", "O", "O", "O", "H", "H", "H", "H", "C", "C", "O", "O", "H", "H", "H", "H", "H", "H"],
  "xyz": [[-39.4827, -17.7888, -22.8716], [-39.1253, -17.9216, -21.3840], [-39.5324, -16.6752, -20.8051], [-39.8797, -15.4464, -21.9162], [-38.8057, -14.4662, -21.9086], [-41.3077, -15.0883, -21.6694], [-39.6327, -16.4004, -23.2245], [-40.4549, -18.2391, -23.0721], [-38.7728, -18.1590, -23.6112], [-38.0460, -17.8790, -21.2377], [-39.8289, -18.6685, -21.0164], [-39.3631, -22.6085, -20.7139], [-38.0506, -23.4254, -20.9636], [-37.1759, -22.6498, -21.6293], [-37.3926, -21.0767, -21.3958], [-37.4494, -20.2533, -22.6025], [-36.5990, -20.6596, -20.2834], [-38.9525, -21.2738, -20.7380], [-39.8097, -22.7922, -19.7367], [-40.1690, -22.8621, -21.4027], [-38.2330, -24.2456, -21.6581], [-37.4203, -23.7663, -20.1423], [-38.0815, -24.0232, -26.5379], [-38.0357, -23.4305, -25.1784], [-37.6334, -24.4813, -24.3191], [-36.8876, -25.7260, -25.1128], [-37.3035, -27.0491, -24.6353], [-35.4596, -25.5009, -25.2972], [-37.7159, -25.3517, -26.4717], [-37.2114, -23.6979, -27.1081], [-39.0033, -23.9031, -27.1069], [-39.0048, -23.1036, -24.8013], [-37.3035, -22.6308, -25.0668], [-32.9464, -27.2242, -20.1422], [-32.9494, -25.7110, -20.1584], [-34.2670, -25.3897, -20.7338], [-35.1902, -26.7505, -21.0521], [-35.0888, -27.1541, -22.4406], [-36.5676, -26.5457, -20.4443], [-34.2167, -27.6774, -20.0966], [-32.4265, -27.7045, -19.3132], [-32.4255, -27.5743, -21.0334], [-32.1879, -25.2802, -20.8084], [-32.7401, -25.3571, -19.1489], [-44.7439, -22.3623, -23.2333], [-44.0188, -23.0210, -22.0198], [-43.3822, -21.8821, -21.3913], [-42.7868, -20.9057, -22.6445], [-41.3700, -21.2293, -22.8704], [-43.1583, -19.5178, -22.4554], [-43.6638, -21.6812, -23.7968], [-45.5632, -21.6740, -23.0256], [-45.0790, -23.1612, -23.8947], [-43.2819, -23.7868, -22.2620], [-44.5926, -23.5637, -21.2685], [-34.0074, -21.9455, -18.1624], [-35.0424, -22.9935, -18.7892], [-35.1988, -24.1353, -18.0035], [-34.3376, -24.0218, -16.5795], [-33.5360, -25.2278, -16.3736], [-35.2372, -23.7265, -15.4876], [-33.4992, -22.6005, -16.9836], [-34.6247, -21.0671, -17.9741], [-33.1531, -21.7777, -18.8182], [-34.7614, -23.2911, -19.7995], [-36.0303, -22.5353, -18.8352], [-40.1483, -26.6132, -20.2018], [-41.0662, -25.5609, -19.4033], [-41.8834, -24.8479, -20.2503], [-40.9990, -27.7106, -20.6248], [-39.3599, -27.0754, -19.6076], [-39.7162, -26.2363, -21.1288], [-40.3256, -24.8805, -18.9830], [-41.5625, -25.9865, -18.5311], [-41.9881, -25.4062, -21.0243], [-41.0877, -28.2112, -19.8105]],
  "atomic_forces_ev_per_a": [[-0.70, 0.13, -1.06], [-0.34, 1.94, -1.18], [-0.93, 1.79, -0.76], [-0.97, -0.59, 1.37], [-2.11, -1.37, 0.03], [4.14, -0.86, -1.13], [-0.25, 1.14, 1.30], [0.02, -0.22, 0.09], [0.16, -0.22, 0.47], [-0.11, -1.31, 0.25], [1.05, -0.39, 0.62], [0.64, -0.92, 0.67], [-1.50, -2.18, 0.90], [1.88, 3.70, -2.94], [-1.96, 1.31, 0.36], [0.16, -2.38, 2.16], [0.04, -0.08, -0.80], [1.45, 0.96, -1.31], [0.34, -0.03, 0.31], [0.32, 0.44, -0.63], [-0.20, -0.37, 0.29], [-1.11, -0.46, 0.86], [1.57, 1.09, -2.34], [-0.18, 0.67, 1.37], [1.07, -2.07, 1.08], [0.21, -0.97, -0.68], [0.30, 3.21, -0.67], [-2.62, 0.18, 0.42], [0.22, -3.60, 1.46], [-0.56, 1.46, -0.43], [0.05, -0.12, 0.23], [0.02, 0.10, -0.10], [-0.17, 0.13, -0.25], [3.47, -0.26, -0.65], [-0.22, -0.15, -0.18], [-0.72, -0.90, -0.04], [-0.92, 1.04, 1.11], [-0.18, 0.75, 2.36], [4.30, -0.76, -1.65], [-4.57, -0.34, -0.70], [0.00, 0.49, 0.23], [-0.15, -0.20, -0.30], [-0.19, -0.21, -0.16], [-1.05, 0.57, 0.06], [0.10, -2.01, 1.15], [-0.84, 0.56, 0.69], [0.76, 0.90, -1.50], [1.15, -0.34, 0.42], [-2.81, 0.42, 0.34], [0.24, -2.60, -0.20], [1.60, 1.80, -0.21], [0.02, -0.19, 0.46], [0.09, 0.33, -0.36], [0.33, 0.38, -0.93], [-0.64, 0.76, 0.09], [-1.19, -2.05, -0.36], [-0.14, 1.54, -0.97], [1.81, -0.64, 2.18], [-0.54, -0.33, 1.05], [-0.68, 2.59, -1.41], [0.84, 0.18, -1.58], [-0.87, -1.86, 0.41], [0.69, 0.19, 0.51], [-0.23, 0.19, 0.09], [0.13, -0.04, 0.11], [0.18, 0.26, -0.06], [-0.64, -2.49, -2.06], [0.53, 1.33, 1.16], [0.75, -0.78, -0.33], [1.24, 2.37, 0.57], [0.09, 0.46, 0.88], [-0.23, 0.60, 0.15], [0.34, 0.06, -0.03], [-0.25, -0.80, -0.37], [-0.99, 0.18, -0.47], [-0.50, -1.11, 0.51]],
  "max_force_ev_per_a": 5.088,
  "total_energy_ev": -133229.756,
  "spin_multiplicity": 2,
  "homo_lumo_gap_ev": [8.20, 1.58],
  "charge": 1,
  "lumo_energy_ev": [-4.0, -10.6],
  "mol_weight_g_mol": 806.77,
  "s_squared": 0.76
}



{
  "formula": "C14H31Br2NO2P",
  "method": "ωB97M-V/def2-TZVPD",
  "symbols": ["C", "C", "Br", "C", "Br", "P", "C", "C", "C", "O", "H", "H", "H", "H", "H", "H", "H", "H", "H", "H", "H", "C", "C", "N", "C", "C", "C", "C", "C", "O", "C", "H", "H", "H", "H", "H", "H", "H", "H", "H", "H", "H", "H", "H", "H", "H", "H", "H", "H", "H", "H"],
  "xyz": [[7.8125, -1.5248, 0.3847], [6.9173, -0.3450, 0.6113], [7.2192, 0.5508, 2.2428], [5.9993, 0.1262, -0.2225], [5.7887, -0.7251, -1.8996], [4.9634, 1.6173, -0.0919], [3.2976, 0.8560, -0.3414], [2.9810, -0.3988, 0.4673], [1.9924, -1.3217, -0.2484], [2.4267, 0.0515, 1.7158], [7.2590, -2.3131, -0.1280], [8.6767, -1.2491, -0.2196], [8.1521, -1.9275, 1.3354], [4.8923, 1.7552, 1.3046], [2.5463, 1.6047, -0.0849], [3.2347, 0.6288, -1.4046], [3.8979, -0.9538, 0.6751], [1.3110, -1.7919, 0.4605], [2.4947, -2.1123, -0.8065], [1.4159, -0.7362, -0.9718], [2.6782, -0.5691, 2.4081], [-2.5829, 2.6598, -0.1551], [-2.2693, 1.2664, -0.6568], [-2.3217, 0.1758, 0.3908], [-1.3059, 0.4950, 1.4532], [-1.8496, -1.1239, -0.2222], [-2.6825, -1.7457, -1.3315], [-3.6469, 0.0525, 1.1063], [-4.9197, -0.1271, 0.3043], [-5.1367, 0.9782, -0.5357], [-6.0094, 0.7317, -1.6363], [-1.8320, 3.0332, 0.5395], [-2.5827, 3.3279, -1.0148], [-3.5664, 2.7261, 0.3030], [-1.2522, 1.2264, -1.0499], [-2.9495, 0.9834, -1.4511], [-0.3350, 0.6374, 0.9844], [-1.2604, -0.3383, 2.1488], [-1.6058, 1.3931, 1.9811], [-1.7468, -1.8252, 0.6048], [-0.8509, -0.8924, -0.5882], [-3.4998, -2.3488, -0.9444], [-2.0358, -2.4229, -1.8879], [-3.0773, -1.0205, -2.0400], [-3.7375, 0.9508, 1.7134], [-3.5332, -0.7989, 1.7779], [-5.7202, -0.1933, 1.0525], [-4.9303, -1.0630, -0.2547], [-6.6226, -0.1551, -1.4719], [-5.4308, 0.6027, -2.5550], [-6.6633, 1.5928, -1.7509]],
  "atomic_forces_ev_per_a": [[-0.28, -0.19, 0.10], [0.20, -0.23, -0.16], [0.08, 0.14, 0.28], [-0.08, 0.20, 0.37], [-0.04, -0.17, -0.30], [-0.13, 0.46, -0.19], [0.17, -0.46, -0.01], [-0.09, -0.07, 0.29], [-0.04, 0.16, -0.26], [-0.04, 0.00, 0.02], [0.12, 0.06, -0.09], [0.04, 0.00, 0.00], [0.11, 0.06, 0.00], [0.04, -0.20, 0.11], [-0.01, 0.12, -0.15], [-0.14, 0.10, -0.08], [0.05, 0.00, -0.01], [0.04, -0.02, 0.08], [0.08, 0.07, -0.03], [-0.15, -0.09, 0.04], [0.00, 0.07, -0.04], [0.02, 0.01, 0.14], [0.04, 0.09, -0.17], [0.11, -0.01, 0.15], [-0.04, 0.01, -0.05], [0.02, -0.09, -0.14], [-0.05, -0.02, 0.05], [-0.01, 0.06, 0.03], [-0.09, -0.01, -0.10], [0.07, 0.01, -0.02], [-0.04, 0.03, 0.02], [0.01, 0.00, -0.02], [-0.01, -0.01, -0.03], [-0.03, -0.02, -0.05], [0.01, -0.03, 0.02], [-0.07, 0.01, 0.06], [0.04, -0.02, 0.04], [0.02, -0.01, 0.01], [0.01, 0.03, -0.01], [0.03, 0.01, 0.03], [0.01, -0.06, 0.02], [-0.03, 0.05, -0.01], [0.04, 0.03, -0.01], [0.01, 0.01, -0.02], [-0.02, 0.01, 0.01], [-0.03, 0.01, 0.05], [0.00, -0.08, 0.02], [0.05, 0.02, -0.03], [-0.03, 0.01, 0.02], [0.00, -0.05, 0.01], [0.01, 0.02, 0.00]],
  "max_force_ev_per_a": 0.517,
  "de_lowest_kcal_mol": 0.0,
  "total_energy_ev": -169972.137,
  "homo_lumo_gap_ev": 8.31,
  "charge": 1,
  "lumo_energy_ev": -2.2,
  "mol_weight_g_mol": 436.19
}